{"formula": "C3H5LiO3Y", "method": "ωB97M-V/def2-TZVPD", "symbols": ["H", "O", "C", "C", "O", "C", "O", "Y", "Li", "H", "H", "H", "H"], "positions_angstrom": [[-2.145666, 2.532048, -0.266720], [1.486344, 0.178356, -0.504736], [0.939511, -0.872276, 0.254281], [-0.560877, -0.946735, 0.151587], [-1.154057, 0.050888, 1.108087], [-1.550175, 1.165076, 0.783453], [-1.859431, 1.579776, -0.359139], [2.604705, 1.840571, 0.265024], [1.613509, -0.256619, -2.303344], [1.224126, -0.810672, 1.316251], [1.301673, -1.853159, -0.102949], [-0.949355, -1.907638, 0.500468], [-0.950307, -0.699618, -0.842265]], "forces_ev_per_angstrom": [[-0.463, -0.330, -0.687], [2.469, 4.225, 0.464], [-0.997, -2.235, 1.221], [-0.513, -0.136, -0.281], [0.607, 0.096, 0.350], [-0.774, -0.600, 0.408], [-0.031, 1.268, 0.181], [-0.399, -1.515, -0.203], [-0.140, -0.877, -1.497], [0.072, -0.039, -0.078], [0.189, 0.298, 0.023], [0.045, 0.063, -0.010], [-0.064, -0.217, 0.112]], "spin_multiplicity": 2, "e_tot_ev": -10528.58155, "homo_energy_ev": [-26.455, -28.382], "orbital_gap_ev": [6.6, 8.5], "s_squared": 0.7533, "charge": 4, "de_lowest_kj_mol": 0.0}